Computed, not measured: a 6-piece molecular cluster, C12H21Cl9O7 overall at a distorted geometry, with ωB97M-V/def2-TZVPD.

Each line ends with the Mulliken charge.
Geometry (Å):
C -1.82327 3.83972 0.87802  0.6341
Cl -0.69082 4.11022 2.27923  -0.1741
Cl -1.03231 4.07305 -0.67972  -0.1072
Cl -3.19209 4.97901 0.93281  -0.1609
H -2.20150 2.82319 0.98622  -0.2324
C 0.98366 -2.93106 -4.02241  -0.0354
Cl -0.57388 -2.63118 -3.25915  -0.2441
Cl 1.39028 -4.63549 -3.70134  -0.3887
Cl 2.23184 -1.72640 -3.51277  -0.5249
H 0.87719 -2.86431 -5.10514  0.3244
C 2.46421 -3.59945 1.45888  -0.1168
Cl 1.08853 -4.10872 2.50045  -0.1716
Cl 3.02866 -1.96466 1.72475  -0.0806
Cl 1.92306 -3.69902 -0.22154  -0.1015
H 3.32705 -4.24018 1.64080  0.3706
C 2.44388 3.95422 -2.98668  -0.8425
O 2.07100 3.24639 -1.82074  -0.1697
C 2.83765 3.16600 -0.75653  0.5261
O 3.96789 3.53355 -0.71112  -0.5416
O 2.12443 2.58141 0.28946  0.0315
C 2.70055 2.52908 1.57041  -0.6790
H 1.61559 4.21044 -3.64727  0.2868
H 3.21698 3.44907 -3.56566  0.3200
H 2.69108 4.99812 -2.79362  0.3338
H 1.84575 2.38148 2.23043  0.1346
H 3.19551 3.46964 1.81225  0.3492
H 3.46312 1.76100 1.69935  0.2760
C -0.32467 -0.65533 3.10573  -0.8278
O -0.14355 -0.50074 1.68650  0.0176
C -1.11253 0.12226 1.02755  0.9265
O -2.22468 0.58355 1.42825  -0.7547
O -0.78223 0.13833 -0.26880  -0.3827
C 0.49944 -0.13035 -0.85697  0.1141
H -0.21042 0.22357 3.74023  0.2809
H 0.25714 -1.53590 3.37812  0.2079
H -1.36079 -0.93443 3.29720  0.2714
H 1.31946 0.30938 -0.28924  0.0053
H 0.65258 0.14087 -1.90152  0.2992
H 0.66538 -1.20758 -0.84561  -0.1764
C -2.93467 -2.76545 -0.60555  -0.8210
C -4.19576 -2.15546 -0.04329  0.8641
O -5.15784 -1.91106 -0.78134  -0.6090
C -4.28007 -1.91429 1.46554  -0.7953
H -2.94921 -2.97444 -1.67523  0.2532
H -2.81033 -3.72755 -0.10855  0.3672
H -2.03793 -2.17535 -0.41655  0.0533
H -3.31787 -2.25752 1.84565  0.1097
H -5.07575 -2.51570 1.90520  0.4104
H -4.44975 -0.86195 1.69330  0.1699

2S+1	2
frontier orbital gap (spin up / spin down)	2.2 / 8.8	eV
electronic energy	-5138.18990	hartree
charge	-1
strongest force on any atom	4.31	eV/Å